{
  "formula": "C36H47N3OPPd",
  "method": "ωB97M-V with the def2-TZVPD basis set",
  "charge": 1,
  "energy_ha": -2108.6019,
  "largest_force_ha_per_bohr": 0.020,
  "spin_multiplicity": 1,
  "e_lumo_ev": [-3.25, -3.25],
  "species": ["Pd", "C", "C", "C", "C", "N", "C", "C", "C", "C", "C", "C", "N", "H", "H", "H", "H", "H", "H", "H", "H", "C", "C", "C", "P", "C", "C", "C", "C", "C", "C", "C", "C", "C", "C", "N", "C", "C", "C", "C", "C", "C", "C", "C", "C", "H", "H", "H", "H", "H", "H", "H", "H", "H", "H", "H", "H", "H", "H", "H", "H", "H", "H", "H", "H", "H", "H", "H", "H", "H", "H", "H", "H", "H", "H", "H", "C", "C", "C", "O", "C", "H", "H", "H", "H", "H", "H", "H", "H"],
  "xyz": [[-0.671, 0.136, -0.141], [-1.365, -2.812, 3.185], [-2.698, -2.637, 3.499], [-3.446, -1.732, 2.765], [-2.845, -1.031, 1.734], [-1.552, -1.196, 1.445], [-0.836, -2.066, 2.149], [-3.590, -0.066, 0.883], [-4.954, 0.145, 0.997], [-5.565, 1.105, 0.209], [-4.797, 1.833, -0.681], [-3.447, 1.546, -0.756], [-2.857, 0.618, 0.001], [-0.740, -3.508, 3.729], [-3.159, -3.206, 4.297], [-4.488, -1.576, 3.003], [0.200, -2.164, 1.876], [-5.545, -0.430, 1.696], [-6.628, 1.292, 0.303], [-5.228, 2.608, -1.302], [-2.804, 2.082, -1.432], [-0.421, 3.850, -1.556], [-0.250, 2.839, -2.694], [-1.496, 2.755, -3.584], [0.276, 1.236, -1.962], [0.500, 0.005, -3.309], [1.327, 0.518, -4.484], [-0.845, -0.589, -3.780], [1.916, 1.617, -1.341], [2.879, 2.364, -2.036], [4.090, 2.700, -1.471], [5.120, 3.522, -2.216], [4.311, 2.275, -0.157], [3.380, 1.539, 0.549], [2.153, 1.180, -0.042], [1.201, 0.435, 0.609], [1.338, 0.097, 1.982], [2.183, -0.958, 2.356], [3.049, -1.652, 1.339], [2.254, -1.340, 3.696], [1.522, -0.694, 4.679], [1.582, -1.141, 6.120], [0.734, 0.393, 4.300], [0.645, 0.814, 2.980], [-0.138, 2.055, 2.642], [-0.699, 4.824, -1.964], [0.502, 3.969, -0.988], [-1.204, 3.539, -0.859], [0.589, 3.148, -3.316], [-2.360, 2.350, -3.058], [-1.326, 2.133, -4.462], [-1.761, 3.754, -3.935], [1.060, -0.776, -2.791], [0.880, 1.409, -4.938], [1.366, -0.256, -5.254], [2.351, 0.751, -4.191], [-1.313, 0.049, -4.532], [-1.543, -0.720, -2.956], [-0.686, -1.568, -4.238], [2.680, 2.702, -3.050], [4.885, 3.584, -3.279], [6.120, 3.096, -2.112], [5.164, 4.544, -1.828], [5.247, 2.541, 0.329], [3.579, 1.239, 1.572], [2.701, -1.466, 0.327], [3.086, -2.730, 1.522], [4.074, -1.279, 1.397], [2.914, -2.163, 3.973], [2.513, -1.668, 6.332], [0.756, -1.820, 6.351], [1.506, -0.291, 6.799], [0.193, 0.946, 5.065], [-0.585, 2.479, 3.542], [-0.926, 1.860, 1.928], [0.515, 2.807, 2.194], [-0.131, -4.600, -0.744], [-1.659, -4.437, -0.663], [-1.887, -3.221, -1.542], [-0.787, -2.361, -1.239], [0.373, -3.191, -1.116], [0.131, -5.313, -1.526], [0.300, -4.961, 0.189], [-1.977, -4.215, 0.357], [-2.195, -5.318, -1.013], [-2.808, -2.677, -1.334], [-1.866, -3.500, -2.602], [1.012, -2.745, -0.364], [0.921, -3.207, -2.062]],
  "atomic_forces_ev_per_a": [[-0.20, 0.93, 0.40], [0.01, -0.11, 0.03], [-0.10, -0.03, 0.05], [-0.15, -0.11, 0.11], [-0.20, 0.01, -0.15], [0.56, 0.51, -0.12], [0.00, -0.12, -0.09], [0.14, -0.09, 0.22], [-0.22, 0.03, 0.10], [-0.10, -0.02, 0.07], [0.01, 0.06, -0.01], [-0.07, -0.04, 0.17], [0.41, -0.19, -0.90], [0.00, 0.04, -0.04], [0.01, 0.06, 0.01], [0.02, -0.02, -0.01], [0.09, 0.01, -0.03], [0.04, 0.04, -0.02], [0.05, -0.04, -0.02], [0.05, -0.06, 0.01], [-0.01, -0.02, 0.12], [0.01, 0.05, -0.08], [-0.67, -0.12, 0.25], [0.16, 0.03, -0.09], [0.50, -0.34, 0.53], [-0.60, -0.06, -0.08], [0.07, 0.00, -0.05], [0.17, 0.14, -0.09], [-0.07, 0.18, -0.39], [-0.11, -0.01, -0.12], [0.13, 0.13, -0.16], [-0.10, -0.02, 0.17], [-0.02, -0.09, 0.26], [0.23, 0.07, 0.08], [-0.07, -0.28, 0.46], [-0.47, -0.10, -0.07], [0.31, 0.08, -0.09], [0.07, 0.04, 0.04], [-0.01, -0.15, 0.11], [0.10, -0.10, -0.07], [-0.04, 0.02, 0.11], [-0.03, 0.02, -0.14], [-0.01, -0.01, -0.01], [0.03, -0.07, -0.08], [0.21, -0.01, 0.20], [0.01, -0.02, 0.02], [0.00, -0.01, 0.01], [0.02, 0.02, -0.01], [0.14, 0.00, -0.03], [0.08, 0.04, -0.23], [-0.01, 0.06, 0.03], [0.01, -0.01, 0.03], [0.04, -0.11, 0.04], [0.04, -0.10, 0.02], [0.02, 0.06, 0.02], [-0.06, 0.00, -0.03], [0.04, -0.06, 0.04], [-0.04, -0.03, 0.06], [0.04, 0.05, 0.02], [-0.04, -0.03, 0.08], [0.01, -0.03, 0.04], [-0.06, -0.01, -0.03], [-0.02, -0.08, -0.02], [-0.09, -0.04, -0.02], [0.04, 0.06, -0.09], [-0.03, -0.02, -0.06], [0.00, 0.08, -0.02], [0.00, -0.01, 0.01], [-0.09, 0.12, -0.04], [-0.03, 0.02, -0.01], [0.03, 0.03, 0.00], [0.00, -0.02, -0.01], [0.05, -0.04, -0.07], [0.03, 0.00, -0.03], [-0.26, -0.08, -0.24], [0.00, 0.00, -0.02], [-0.05, 0.00, 0.00], [0.09, -0.01, -0.05], [0.16, 0.05, 0.07], [-0.06, -0.23, -0.13], [-0.22, -0.13, -0.05], [0.02, -0.01, 0.03], [-0.02, 0.01, -0.01], [-0.01, -0.02, 0.04], [0.00, 0.02, 0.04], [-0.02, 0.04, 0.01], [-0.03, 0.04, -0.04], [0.12, 0.09, 0.15], [0.01, 0.02, -0.07]],
  "mulliken_charge": [0.16, -1.39, -0.99, -1.07, 0.47, 1.96, -0.71, 0.20, -1.10, -0.59, -1.03, -0.49, 1.18, 0.62, 0.46, 0.46, 0.56, 0.43, 0.45, 0.51, 0.02, -1.61, 0.12, -1.38, 1.99, 0.85, -1.50, -1.38, -1.08, -0.17, 0.02, -1.70, -1.13, -0.79, -0.25, 1.78, -0.94, 1.16, -1.91, -1.09, 0.57, -1.55, -0.87, 1.73, -1.43, 0.52, 0.33, 0.19, 0.87, 0.25, 0.26, 0.53, 0.07, 0.26, 0.48, 0.39, 0.42, 0.14, 0.42, 0.25, 0.36, 0.40, 0.33, 0.44, 0.55, 0.18, 0.50, 0.42, 0.45, 0.41, 0.27, 0.38, 0.41, 0.46, 0.01, 0.27, -0.87, -0.32, -0.80, 0.24, 0.00, 0.32, 0.31, 0.05, 0.47, 0.34, 0.39, -0.44, 0.53]
}